Entry 1:
108
Properties=species:S:1:pos:R:3:forces:R:3 method="wB97M-V/def2-TZVPD" total_charge=0 spin_multiplicity=1 de_lowest_ev=0.312 homo_ev=-8.43
Ga 11.428809 13.974270 11.068165 0.2690 -0.6841 -0.4677
O 12.061813 12.567083 9.955854 -0.0676 0.1775 0.3795
C 12.019549 11.216085 10.318927 0.3107 -0.2651 -0.7683
C 11.214194 10.943977 11.607005 -0.1448 0.0104 0.2114
C 9.800502 11.399708 11.498147 0.1709 0.1865 0.0127
C 8.724083 10.558332 11.703470 -0.6801 0.2416 -0.3639
C 7.445922 11.077643 11.551107 -0.3096 0.7933 -0.4625
C 7.266709 12.436134 11.222406 1.2956 -0.9696 0.5764
C 8.423508 13.223272 11.088693 -0.9492 0.1596 -0.5072
C 8.313817 14.717473 10.812548 0.0820 -1.4237 -0.4953
C 9.255892 15.303205 9.739020 -0.4442 0.2442 0.1723
O 10.586843 15.332065 10.160663 -0.2130 -0.2247 -0.0067
C 9.093647 14.605906 8.389230 1.3396 -0.0027 0.1733
C 7.880583 14.155408 7.931756 0.0132 -0.5339 -0.9410
C 7.792172 13.518578 6.685730 0.3580 -0.0257 0.4676
C 8.936652 13.353537 5.915330 -0.3702 0.2637 0.1943
C 10.168934 13.797128 6.384472 -0.8159 0.0805 0.2183
C 10.252869 14.408982 7.620138 -0.2864 -0.2234 0.2329
C 8.847784 16.771167 9.530197 0.6358 0.0285 -0.2757
C 9.800673 17.579509 8.896111 -0.6275 0.7205 0.3029
C 9.528971 18.916443 8.681478 -0.8111 0.3706 -0.2545
C 8.318410 19.494996 9.087725 0.2336 -0.1258 -0.0115
C 7.394353 18.685434 9.716996 -0.8441 0.0936 -0.1795
C 7.629572 17.328343 9.891860 0.0326 -0.4716 -0.0374
N 9.634576 12.694180 11.204312 -0.1570 0.2229 0.1989
C 13.473816 10.722293 10.476364 -0.3717 -0.3266 0.4652
C 14.392773 10.948972 9.472122 0.1759 0.7535 -0.3243
C 15.723997 10.529602 9.614187 -2.1470 0.4539 0.1729
C 16.113712 9.890887 10.759020 0.9349 -0.7009 0.0699
C 15.184731 9.597791 11.756352 1.4875 -0.0224 0.2337
C 13.899724 10.015847 11.611196 -0.8894 0.2388 -0.8347
C 11.300123 10.390985 9.241208 -0.2574 -0.7134 -0.5253
C 11.517235 9.009409 9.099748 0.0597 0.0949 0.2192
C 10.754723 8.224016 8.229868 -0.0181 0.7526 -0.3143
C 9.777691 8.819020 7.440966 -0.5074 0.9915 0.2522
C 9.544817 10.208948 7.568101 0.5550 -1.2538 -0.0052
C 10.293467 10.962101 8.460209 -0.1075 0.4498 0.0181
H 11.697724 11.561026 12.371259 -0.0677 -0.5291 0.3222
H 11.160419 9.866506 11.850471 0.4795 0.5815 0.0187
H 8.824026 9.503292 11.898418 0.3496 -0.0781 0.1037
H 6.587852 10.411923 11.627135 0.1059 0.2065 0.1177
H 6.290006 12.867935 11.148600 -0.3242 0.1587 -0.1691
H 8.596960 15.197187 11.724968 -0.1600 0.6864 0.7192
H 7.266721 14.892772 10.554436 0.2518 0.1503 0.3094
H 7.017606 14.242833 8.552970 -0.5852 0.0884 0.1942
H 6.860866 13.072301 6.363654 -0.1096 0.1890 -0.0677
H 8.848545 12.874353 4.956299 0.1034 -0.1755 -0.2202
H 11.034636 13.622933 5.794286 0.7022 -0.0877 -0.3315
H 11.216091 14.625173 8.068552 -0.1101 0.2256 -0.1416
H 10.742794 17.215034 8.543335 0.2566 -0.5230 0.0653
H 10.179476 19.518045 8.075389 0.5106 0.1564 0.0057
H 8.078078 20.535427 8.853076 0.1891 -0.3368 0.1778
H 6.405351 19.058902 9.989177 0.3208 0.0962 -0.0295
H 6.818607 16.681729 10.241382 0.3496 0.5024 0.1175
H 14.084632 11.543358 8.594180 0.1316 -0.5010 0.4393
H 16.336736 10.717360 8.784698 1.2265 0.0834 -0.7723
H 17.151277 9.551405 10.800107 -0.2956 0.0510 0.3717
H 15.510961 9.090053 12.665025 -0.1493 0.0011 -0.2798
H 13.175310 9.717321 12.327744 -0.3792 -0.0010 0.7084
H 12.292398 8.531389 9.701549 -0.1302 0.0928 -0.1686
H 10.948172 7.176893 8.087560 0.1511 -0.3188 0.2545
H 9.137623 8.235053 6.775551 0.3741 0.0927 0.1143
H 8.813777 10.692812 6.943382 -0.2156 0.0778 -0.0061
H 10.067028 12.025469 8.549086 0.2677 -0.2938 0.0137
F 14.361464 20.576646 9.351770 0.0634 0.1537 0.2104
C 14.555680 20.748644 10.684641 -0.3810 -0.3365 -0.3725
F 13.975004 21.912682 11.020210 0.1397 0.0553 -0.0862
F 15.875739 20.878942 10.870521 -0.1375 -0.0934 0.1168
C 13.930687 19.608339 11.450005 1.3969 -0.2358 0.5298
C 14.698867 18.681785 12.143955 0.9061 -0.2198 -0.2629
C 14.048574 17.645021 12.803476 0.1042 0.0863 0.0315
N 12.730107 17.588853 12.931699 0.3638 -0.0259 0.3334
C 12.025765 18.544826 12.330957 0.0159 -1.6235 -0.0815
C 12.570398 19.477044 11.506864 -0.2618 1.2127 -0.5739
H 15.803588 18.675558 12.140848 -0.7628 0.2498 -0.1152
H 14.638016 16.830730 13.223646 -0.1842 0.1048 0.0996
H 10.979389 18.390146 12.393571 -0.9802 0.2799 0.0917
H 11.952913 20.128464 10.916827 -0.3235 0.2252 -0.0024
C 11.680230 14.047961 12.992135 -0.0316 0.0224 0.7888
H 12.169923 14.984934 13.254872 0.1323 -0.0083 0.0176
H 12.256431 13.211548 13.423504 -0.1282 0.3537 -0.1682
H 10.703046 14.060104 13.494576 0.1183 -0.1003 -0.0675
C 17.490247 13.857907 9.071065 -0.3011 -0.0092 -0.1219
N 16.553886 14.922619 9.501310 -0.2431 -0.5489 0.0658
N 15.555562 14.469648 10.417067 0.5184 0.1152 -0.7597
C 14.357385 15.060744 10.072396 -0.1206 0.0855 0.0377
O 13.352395 15.058886 10.773401 -0.3451 -0.3173 0.4037
C 14.571423 15.752783 8.832021 -0.2111 -0.1256 -0.0777
C 15.864528 15.618889 8.511802 1.2546 -0.1826 -0.4312
C 16.669521 16.086034 7.324597 -0.4848 1.2675 0.3141
C 15.974245 14.147432 11.735299 0.1271 0.4253 0.3075
C 17.060105 14.851540 12.248654 0.6033 -0.3965 0.6435
C 17.523077 14.569808 13.536787 -0.8561 -0.2149 -0.1124
C 16.843998 13.650865 14.348111 0.0017 0.4531 -0.5956
C 15.706281 13.029891 13.848183 -0.1778 0.0473 -0.5435
C 15.282744 13.244784 12.539151 0.0757 0.5810 -0.1982
H 17.953716 13.408355 9.943672 -0.0671 0.0382 0.1663
H 18.299641 14.270933 8.451585 -0.4820 0.0256 0.1938
H 16.942920 13.071880 8.524451 0.2307 0.2441 0.0877
H 13.783964 16.278156 8.330535 -0.0285 0.1817 -0.1734
H 16.181557 16.972365 6.868717 0.1745 -0.6152 0.2212
H 16.824407 15.352560 6.553959 -0.2231 -0.5541 -0.2446
H 17.663727 16.412315 7.632404 -0.0545 0.0012 0.1733
H 17.581929 15.591392 11.652683 -0.1666 -0.0596 -0.0547
H 18.341428 15.137659 13.941626 0.2998 0.0198 0.0295
H 17.185876 13.494530 15.356321 -0.0302 -0.1472 0.1995
H 15.065516 12.384726 14.424944 0.2082 -0.1854 0.4267
H 14.365776 12.805638 12.175243 0.0703 -0.1851 -0.1104



Entry 2:
105
Properties=species:S:1:pos:R:3:forces:R:3 method="wB97M-V/def2-TZVPD" total_charge=+3 spin_multiplicity=1 de_lowest_ev=0.236 homo_ev=-15.43
Ta 0.220225 0.196448 0.592595 0.0209 0.2474 -0.0809
C 0.820704 -1.882315 6.763132 -0.0243 -0.0156 0.0221
C 2.114287 -1.124358 6.660251 0.0291 -0.0235 -0.0381
C 3.130003 -1.284773 7.597394 0.0067 0.0003 -0.0044
C 4.320103 -0.578805 7.502929 -0.0084 -0.0058 -0.0031
C 4.518841 0.326491 6.470221 0.0151 0.0047 0.0042
C 3.520121 0.518630 5.529401 -0.0080 0.0363 0.0290
C 2.345096 -0.217677 5.626498 0.0286 -0.0785 0.0468
N 1.298245 -0.021524 4.657575 -0.0489 0.1166 -0.0187
C 1.417836 -0.172634 3.350855 -0.0191 -0.3359 0.0477
N 2.581063 -0.551867 2.820261 0.0028 0.0078 -0.0042
C 2.884410 -1.050083 1.517940 -0.0258 -0.1232 0.0115
C 1.954046 -1.024257 0.461845 0.0582 -0.0684 -0.0464
C 2.345298 -1.618015 -0.755715 0.0243 -0.0295 -0.0114
C 3.586074 -2.198839 -0.909125 -0.0216 0.0010 -0.0076
C 4.484574 -2.171513 0.152113 0.0239 0.0150 0.0029
C 4.163790 -1.604659 1.378620 -0.0245 -0.0216 -0.0078
C 5.151181 -1.628242 2.513425 0.0090 0.0051 0.0248
N 0.326610 0.043750 2.549537 0.1451 0.1912 0.0381
C -0.987201 0.276995 3.140975 0.0875 -0.1063 0.0890
C -1.319662 1.567172 3.548833 -0.0352 -0.0138 0.0086
C -2.565168 1.801735 4.098265 0.0060 0.0179 -0.0062
C -3.465842 0.747932 4.222212 -0.0058 -0.0201 0.0032
C -3.121025 -0.528893 3.808777 0.0094 -0.0089 -0.0039
C -1.867500 -0.801402 3.261411 -0.0107 0.0099 -0.0084
C -1.490726 -2.195481 2.835064 0.0187 -0.0097 -0.0159
H 0.869347 -2.616664 7.563459 0.0073 -0.0003 -0.0018
H 0.587620 -2.413829 5.837754 0.0021 0.0025 -0.0027
H -0.018005 -1.217786 6.991482 0.0054 0.0055 -0.0138
H 2.983629 -1.979659 8.414273 -0.0046 -0.0004 0.0001
H 5.091298 -0.727741 8.246186 0.0010 0.0012 0.0012
H 5.435345 0.896931 6.410638 0.0005 0.0009 -0.0009
H 3.641013 1.263860 4.750950 -0.0214 -0.0057 -0.0093
H 0.366776 0.183457 4.999432 0.0167 0.0706 -0.0038
H 3.308457 -0.702131 3.512805 0.0083 0.0340 -0.0068
H 1.659164 -1.624251 -1.598556 -0.0007 0.0029 0.0029
H 3.867370 -2.666113 -1.842823 -0.0036 0.0052 -0.0046
H 5.465885 -2.612109 0.028259 -0.0007 -0.0030 -0.0015
H 6.118967 -1.984656 2.170026 -0.0062 -0.0132 -0.0038
H 4.827432 -2.300421 3.314017 -0.0074 0.0086 0.0070
H 5.311998 -0.636436 2.944836 0.0083 0.0028 -0.0133
H -0.603370 2.371193 3.425739 0.0036 0.0055 0.0058
H -2.835067 2.794456 4.431179 0.0022 0.0013 -0.0006
H -4.441860 0.923354 4.654544 -0.0011 0.0013 -0.0002
H -3.827832 -1.340546 3.926409 -0.0046 0.0036 0.0037
H -2.194277 -2.918117 3.242570 -0.0059 -0.0020 -0.0061
H -0.492095 -2.474936 3.175501 0.0003 0.0036 0.0037
H -1.508627 -2.312340 1.745446 -0.0010 0.0093 0.0214
C -4.765708 2.882966 -3.666532 -0.0091 -0.0277 0.0050
C -3.793275 2.527462 -2.577530 -0.0686 -0.0718 -0.0198
C -3.544532 1.215302 -2.227763 -0.0078 0.1104 -0.0256
C -2.602268 0.893483 -1.225628 -0.2260 0.1825 -0.0509
C -2.288830 -0.474136 -0.933123 0.3088 -0.0580 -0.0194
O -1.049855 -0.771573 -0.536952 -0.0928 -0.0471 0.2257
C -3.178072 -1.576566 -1.075728 -0.0989 -0.0795 -0.0727
C -2.658041 -2.883087 -1.216079 0.0050 0.0680 0.0050
C -3.513164 -3.950981 -1.355546 -0.0258 0.0076 -0.0040
C -4.892208 -3.740429 -1.331392 -0.0094 -0.0243 -0.0049
C -5.422922 -2.463697 -1.167356 -0.0008 -0.0317 -0.0167
C -4.577443 -1.383242 -1.046839 0.0587 0.0382 0.0632
C -1.912057 1.951873 -0.587894 0.0123 -0.3407 0.0370
O -1.068801 1.581846 0.398711 -0.3178 0.2572 -0.3224
C -2.128227 3.280684 -0.938007 -0.0074 -0.0358 0.0007
C -3.084325 3.535362 -1.913987 0.0645 0.0972 0.0454
C -1.244895 4.346592 -0.368119 0.0924 -0.0533 0.0375
N -0.094950 3.905447 -0.063483 -0.0999 0.1035 -0.0157
C 0.991020 4.606221 0.564053 -0.0157 -0.0602 0.0952
C 2.304602 3.908298 0.189717 0.0882 0.0430 -0.2151
Te 2.123862 1.987797 -0.798715 -0.0045 0.0388 0.2519
C 0.933824 2.529887 -2.449682 0.0502 -0.0218 0.0016
C 0.105122 1.577227 -3.026070 0.0400 -0.0367 -0.0138
C -0.635802 1.908233 -4.152995 -0.0046 0.0161 -0.0237
C -0.543468 3.182615 -4.692565 0.0044 -0.0104 0.0106
C 0.300324 4.124660 -4.116386 -0.0036 -0.0056 0.0101
C 1.050276 3.801157 -2.994689 -0.0441 0.0085 -0.0243
C -1.753591 5.734514 -0.274373 0.0090 0.0236 0.0013
C -1.042543 6.785212 -0.852425 -0.0227 -0.0233 -0.0001
C -1.525905 8.080877 -0.764671 0.0004 0.0103 -0.0009
C -2.714833 8.333644 -0.093326 0.0055 0.0094 -0.0048
C -3.431553 7.289827 0.475687 -0.0042 -0.0009 -0.0009
C -2.960298 5.990120 0.374482 0.0035 0.0062 -0.0041
H -5.279925 2.002160 -4.046001 0.0053 -0.0002 -0.0038
H -4.252291 3.361714 -4.501531 0.0017 0.0090 0.0011
H -5.517688 3.582777 -3.301496 0.0063 0.0078 0.0032
H -4.038733 0.419016 -2.769007 0.0448 0.0186 -0.0157
H -1.587610 -3.030250 -1.254790 0.0050 -0.0169 0.0062
H -3.122716 -4.949640 -1.492064 0.0101 0.0007 0.0029
H -5.560247 -4.585554 -1.437147 -0.0029 0.0036 0.0023
H -6.494202 -2.324520 -1.128948 -0.0002 0.0108 0.0053
H -4.981177 -0.393781 -0.880079 -0.0174 -0.0479 0.0366
H -3.264209 4.568598 -2.193350 0.0166 0.0024 0.0034
H 0.849276 4.526489 1.646729 -0.0095 0.0149 -0.0101
H 1.070713 5.670792 0.336804 -0.0305 -0.0042 -0.0362
H 2.976909 3.743664 1.030513 -0.0129 -0.0389 0.0033
H 2.876689 4.453602 -0.562985 -0.0020 0.0369 0.0274
H 0.041618 0.568893 -2.626490 0.0344 0.0036 -0.0299
H -1.270106 1.164533 -4.617673 -0.0047 -0.0024 0.0009
H -1.111702 3.438727 -5.576703 0.0045 -0.0022 -0.0090
H 0.388997 5.111244 -4.551411 0.0057 0.0014 -0.0034
H 1.713551 4.544916 -2.571497 0.0052 -0.0129 0.0191
H -0.127787 6.584010 -1.397591 0.0074 0.0100 -0.0026
H -0.980239 8.894325 -1.223201 0.0029 -0.0021 -0.0027
H -3.087907 9.346290 -0.022316 -0.0019 -0.0009 0.0021
H -4.360677 7.490079 0.991705 -0.0011 -0.0047 0.0010
H -3.526953 5.174191 0.809018 0.0023 -0.0046 0.0009